C27H51B2Cl2F2IN3O11PS | wB97M-V/def2-TZVPD

```
101
Properties=species:S:1:pos:R:3
H 2.629 4.566 -3.060
H 2.893 4.063 -5.601
H 4.095 -1.247 -0.209
H 5.671 1.113 -6.940
H -6.965 0.494 -0.994
O 5.838 2.513 -3.198
O -2.711 -5.057 3.134
C 5.424 1.778 -6.104
H -6.384 1.569 0.426
H 3.861 -0.729 -4.253
H 3.183 0.256 -5.563
O 1.442 0.340 0.076
B 1.202 -0.856 0.962
O -2.910 -2.755 -1.171
C -0.797 -3.196 3.342
H 3.382 2.015 -6.803
H 1.748 0.010 -0.840
O -2.455 -2.160 1.725
C 3.621 -1.232 0.878
N 4.713 1.810 -3.665
C 3.814 3.533 -5.328
H 1.594 2.380 -4.699
C -0.181 -0.973 1.929
H 6.299 2.428 -5.968
H -5.148 0.953 -0.982
C -6.041 0.647 -0.251
I -0.397 -6.175 4.712
H 1.844 -5.030 0.452
H -4.072 2.514 3.386
F -4.159 -1.058 -2.207
H -2.455 1.505 4.533
H 6.308 -0.457 -3.561
O -1.253 1.542 -1.020
O -1.237 0.031 1.560
P -2.913 -0.450 1.512
H -5.190 -0.648 2.662
C 1.084 -4.795 1.343
C -4.749 -1.035 1.622
H -0.017 -0.704 4.299
H -5.844 -1.605 -0.293
H 3.688 -0.145 1.313
H 1.476 -1.547 3.419
C 6.448 0.128 -4.479
C -3.198 -1.466 -1.102
C -1.616 0.263 -0.881
C -3.365 -0.860 4.718
C 4.225 2.637 -6.486
H 0.764 -5.783 1.882
H 1.761 2.877 2.782
H 1.734 -4.158 2.115
S -0.409 -3.784 0.707
H -3.735 -3.092 4.460
H 4.487 3.257 -7.351
H -3.903 -0.004 5.360
B -2.825 -0.175 3.387
H 0.352 -3.386 3.609
C -4.429 2.088 2.328
H 4.377 4.648 -2.920
C 5.162 0.953 -4.818
C 0.677 -0.662 3.338
H -4.576 -2.326 5.953
Cl -7.510 -1.026 1.402
H -4.022 4.012 1.604
H 0.405 2.041 1.780
H 1.647 0.914 4.600
H -5.419 1.497 2.472
C -3.276 1.466 1.392
H -1.189 -2.522 4.246
O -0.005 -3.368 -0.736
F -0.772 -0.666 -1.732
H 3.458 3.550 -1.871
H 0.137 2.545 3.672
H -2.408 -1.122 5.391
O -1.492 -4.897 0.398
O 2.288 -1.854 0.961
O -1.948 0.988 3.828
C 1.509 0.709 3.426
C -1.517 -4.636 3.536
H -5.344 -2.115 4.253
C 3.526 3.956 -2.886
C 2.250 2.103 -3.867
H 4.492 -0.842 -5.897
H 4.585 4.311 -5.231
C -0.986 -2.447 1.865
C -5.835 -0.738 0.535
H -5.623 3.857 2.169
H 1.723 2.357 -2.938
H -2.277 2.107 1.542
H 4.348 -1.895 1.551
C 0.866 2.090 2.853
H -3.586 1.778 0.277
C 3.635 2.813 -3.958
C -4.312 -2.137 4.802
H 7.334 0.757 -4.355
H 6.684 -0.579 -5.284
C 4.109 -0.141 -5.144
N -4.880 3.385 1.606
H 2.641 0.672 3.047
H 2.311 1.016 -3.841
N -2.779 -0.365 -0.239
Cl -4.631 -2.935 1.594
```

As for the spin multiplicity: 2. Its expectation value of S² is 0.75. As for the HOMO energy (alpha / beta): -5.80 / -5.80 eV. Its gap between HOMO and LUMO (alpha / beta) is 7.52 / 6.97 eV. As for the strongest force on any atom: 10.35 eV/A. As for the charge: -1.

=====

C40H55BBrN4O8S2SiTl | wB97M-V/def2-TZVPD

```
113
Properties=species:S:1:pos:R:3
C 3.394 -1.577 3.020
O -5.760 0.353 1.145
H -5.609 -2.020 -1.872
O 3.230 -0.044 -1.956
H 4.123 -0.307 6.134
C -0.998 2.664 -4.246
C 1.616 -3.793 -5.099
C -2.353 -1.781 2.091
O -2.279 -1.117 -3.156
C 4.292 1.603 1.298
C 4.207 1.520 2.832
H 0.241 -2.927 -2.120
C -2.769 2.244 -2.197
B -2.206 -1.640 -1.898
H 5.052 2.350 1.037
S 1.929 -0.663 -1.799
C 1.829 -1.884 -3.100
N -1.607 1.647 -2.138
C 4.344 -2.119 4.103
H 2.844 3.227 3.010
C 1.367 -0.654 5.625
H -2.512 3.929 -5.118
C -4.504 -0.464 -3.690
H 3.084 0.632 7.207
C -4.290 2.605 2.358
H -2.375 -4.165 -3.691
H -3.997 -4.430 -4.354
H -1.007 4.828 1.728
C 1.463 1.781 5.359
H 4.570 0.667 0.817
C 0.873 -2.887 -2.999
H 0.033 -4.632 -3.911
H 1.527 -2.222 2.090
H -6.237 1.268 2.234
C 2.294 0.496 5.200
C 1.474 1.390 -4.075
C 5.598 1.168 3.387
C -2.265 3.290 -4.277
H 3.254 -2.772 -6.035
H 2.005 2.686 5.087
S -3.537 -2.605 1.607
H 1.920 2.369 -5.932
H -4.064 -2.358 -5.719
Si 2.896 0.239 3.391
C 4.116 -1.705 1.668
H -3.611 -4.957 -2.707
C 3.847 2.929 3.326
C -3.843 1.707 1.420
H 5.245 -1.508 4.215
C 1.168 2.227 -5.165
H 3.870 -2.203 5.082
C -2.202 3.058 1.798
N 0.708 0.311 -1.985
C -0.882 3.744 1.764
H 3.462 -1.086 -4.220
O 1.688 -1.404 -0.577
C -3.438 -4.178 -3.451
H 0.550 1.739 4.763
H 4.091 1.456 6.018
H 5.080 -1.194 1.651
H 3.914 3.026 4.411
H 2.459 0.953 -4.015
H -2.362 -2.645 -5.295
C 0.561 1.146 -3.062
O -5.601 3.784 3.885
H 2.509 -3.520 2.771
H -5.454 -0.737 -4.155
H 1.879 -1.615 5.687
C -3.151 3.085 -3.262
C -0.707 1.833 -3.143
N -2.542 2.007 1.086
C -3.189 -1.940 -5.214
Br 1.067 0.670 2.157
H -3.280 4.216 3.233
O -6.525 2.002 2.918
H -0.337 3.421 0.880
H -2.901 -1.023 -5.730
C -4.590 0.590 0.737
H 4.554 3.644 2.889
C -5.545 2.841 3.116
H -5.993 -2.959 -3.335
C 3.474 0.569 6.183
H -3.452 2.044 -1.379
C -3.882 -2.844 -2.873
C -0.040 2.852 -5.273
H -0.278 3.491 -6.115
H -4.682 -0.168 -2.655
H 1.170 1.875 6.412
H 3.347 1.920 0.853
H 0.965 -0.432 6.620
N -3.234 3.452 2.579
H -4.090 0.393 -4.226
O -3.104 -2.639 -1.657
H -4.129 3.548 -3.255
H -0.280 3.490 2.639
H 3.505 -1.348 0.841
H 6.310 1.944 3.080
C 2.161 -2.493 2.934
H 4.311 -2.769 1.488
H 1.549 -2.489 3.838
C -3.503 -1.608 -3.767
H 0.519 -0.761 4.942
H 1.533 -4.540 -5.880
C 2.580 -2.801 -5.187
C -5.341 -2.897 -2.460
O -4.000 0.003 -0.191
C 2.694 -1.848 -4.182
C 0.768 -3.841 -3.997
H 5.617 1.120 4.478
H 5.971 0.219 3.001
H 4.668 -3.125 3.812
H -5.509 -3.785 -1.848
Tl -1.324 -0.143 -0.293
```

As for the spin multiplicity: 2. Its expectation value of S² is 0.76. As for the HOMO energy (alpha / beta): -4.00 / -5.11 eV. Its gap between HOMO and LUMO (alpha / beta) is 6.33 / 7.00 eV. As for the strongest force on any atom: 0.53 eV/A. As for the charge: -1.

=====

C7H11NO4S2 | wB97M-V/def2-TZVPD

```
25
Properties=species:S:1:pos:R:3
C 0.736 -0.644 -1.759
S 1.181 1.802 -0.128
H -3.682 1.789 -0.173
H -3.624 0.635 -1.568
H 3.815 -0.704 0.385
H 2.224 -0.887 1.744
C -3.644 0.705 -0.459
O 1.614 2.171 -1.443
H -4.471 0.143 0.016
C -1.368 0.837 -0.579
H 2.097 0.631 2.540
C -0.139 0.567 0.043
C 3.139 -0.106 -0.252
C 1.697 0.081 1.599
O 0.948 2.856 0.754
H 3.815 0.503 -0.934
H -0.072 -1.023 1.411
S 2.114 -1.436 -1.028
C 0.133 -0.019 1.396
N 2.411 0.818 0.584
H 0.920 0.184 -2.284
H -0.208 -1.275 -1.862
O -2.404 0.155 -0.052
O -1.535 1.580 -1.513
H -0.575 0.531 2.122
```

As for the HOMO energy (alpha / beta): -8.81 / -8.81 eV. Its gap between HOMO and LUMO (alpha / beta) is 7.99 / 7.99 eV. As for the strongest force on any atom: 6.04 eV/A. As for the charge: 0.

=====

C6H9N | wB97M-V/def2-TZVPD

```
16
Properties=species:S:1:pos:R:3
H 0.091 -0.981 1.826
C 1.958 -0.036 1.113
H -1.167 -2.282 -2.769
C -0.833 0.103 -0.638
C 0.499 -0.067 1.391
H 1.200 1.708 2.376
H 2.122 0.803 0.408
C -0.988 -0.481 -1.680
H 1.506 0.306 3.266
C -1.139 -1.203 -2.943
H -0.168 1.761 0.473
H -2.059 -0.920 -3.461
C -0.553 0.746 0.650
H -0.298 -0.996 -3.611
H -1.476 0.841 1.239
N 1.305 0.699 2.358
```

As for the HOMO energy: -7.39 eV. Its gap between HOMO and LUMO is 8.16 eV. As for the strongest force on any atom: 0.56 eV/A. As for the charge: 0.